Entry from the Open Molecules 2025 dataset: a structure of composition C41H46KN9O (the ωB97M-V functional and the def2-TZVPD basis).

Computed properties:
ΔE to the lowest compared entry with this formula, charge and spin = 9.2 kcal per mole
Energy = -75046.1460 eV
Orbital gap = 5.21 eV

Positions of all 98 atoms, in Å:
1 K -1.09 -0.73 -0.77
2 C -3.76 -0.57 2.77
3 C -3.25 -1.11 1.45
4 N -3.61 -0.62 0.31
5 C -4.55 0.48 0.20
6 C -4.82 0.76 -1.28
7 N -3.54 0.94 -1.95
8 C -3.54 0.93 -3.41
9 C -2.16 0.53 -3.95
10 N -1.91 -0.90 -3.86
11 C -0.52 -1.30 -3.98
12 C -0.31 -2.75 -3.54
13 N -0.76 -2.89 -2.18
14 C -0.25 -3.61 -1.25
15 C 0.91 -4.57 -1.46
16 C -0.84 -3.57 0.08
17 C -0.34 -4.15 1.21
18 C -0.92 -3.93 2.47
19 C -1.85 -2.89 2.59
20 C -2.38 -2.27 1.48
21 N -2.14 -2.95 0.22
22 H -4.03 0.48 2.69
23 H -3.02 -0.67 3.56
24 H -4.65 -1.13 3.08
25 H -4.17 1.40 0.66
26 H -5.51 0.24 0.69
27 H -5.43 1.65 -1.39
28 H -5.38 -0.09 -1.71
29 H -3.02 0.13 -1.66
30 H -3.77 1.93 -3.78
31 H -4.29 0.24 -3.82
32 H -1.40 1.12 -3.40
33 H -2.09 0.83 -5.00
34 H -2.32 -1.33 -3.04
35 H 0.16 -0.65 -3.38
36 H -0.19 -1.18 -5.02
37 H 0.75 -3.02 -3.71
38 H -0.91 -3.40 -4.19
39 H 1.25 -4.58 -2.49
40 H 0.60 -5.58 -1.20
41 H 1.75 -4.32 -0.81
42 H 0.58 -4.73 1.14
43 H -0.50 -4.39 3.35
44 H -2.09 -2.52 3.58
45 C 8.96 7.63 5.23
46 O 9.16 6.38 4.59
47 C 8.08 5.79 4.01
48 C 6.80 6.33 4.01
49 C 5.77 5.63 3.38
50 C 6.00 4.41 2.76
51 C 7.29 3.89 2.78
52 C 8.32 4.56 3.39
53 C 4.93 3.66 2.10
54 N 5.10 2.52 1.47
55 C 3.86 2.17 1.01
56 C 2.92 3.12 1.37
57 N 3.63 4.07 2.07
58 C 1.54 3.01 1.03
59 C 0.56 3.96 1.38
60 C -0.74 3.75 0.99
61 C -1.04 2.60 0.26
62 N -0.14 1.70 -0.07
63 C 1.14 1.88 0.30
64 C 2.12 0.85 -0.09
65 N 1.70 -0.22 -0.78
66 C 2.58 -1.13 -1.14
67 C 3.94 -1.05 -0.83
68 C 4.40 0.03 -0.12
69 C 3.48 1.01 0.26
70 H 9.93 7.92 5.61
71 H 8.25 7.55 6.06
72 H 8.61 8.38 4.52
73 H 6.59 7.27 4.48
74 H 4.79 6.08 3.40
75 H 7.47 2.94 2.29
76 H 9.33 4.16 3.41
77 H 3.26 4.90 2.49
78 H 0.83 4.84 1.94
79 H -1.52 4.46 1.24
80 H -2.05 2.40 -0.08
81 H 2.19 -1.98 -1.69
82 H 4.61 -1.84 -1.16
83 H 5.44 0.15 0.15
84 C -6.03 -5.52 -1.20
85 C -5.12 -4.53 -1.94
86 C -5.96 -3.37 -2.49
87 C -4.43 -5.25 -3.11
88 C -4.08 -4.01 -1.05
89 C -3.17 -3.52 -0.42
90 H -6.79 -5.91 -1.88
91 H -6.54 -5.03 -0.37
92 H -5.46 -6.36 -0.81
93 H -6.73 -3.75 -3.17
94 H -5.32 -2.67 -3.03
95 H -6.45 -2.83 -1.68
96 H -5.17 -5.64 -3.81
97 H -3.83 -6.09 -2.74
98 H -3.77 -4.56 -3.63